Record 1
Molecular formula: C42H100F6KNO24S2
Method: DFT, ωB97M-V/def2-TZVPD

Last column: Löwdin charge in e.
Cartesian coordinates (Å):
K  -0.396  2.378  4.574  0.8941
C  -1.587  3.303  -0.101  -0.5578
F  -1.665  3.554  -1.460  0.1090
F  -1.908  4.411  0.531  0.1217
F  -2.549  2.398  0.240  0.1050
S  0.170  2.751  0.547  0.7451
O  0.964  2.186  -0.598  -0.2962
O  0.748  3.926  1.213  -0.3253
N  -0.209  1.675  1.860  -0.3906
S  0.344  0.335  1.459  0.5098
O  -0.261  -0.272  0.308  -0.2805
O  1.822  0.352  1.533  -0.3166
C  -0.255  -0.868  2.932  -0.6506
F  0.285  -0.414  4.052  0.0683
F  -1.523  -0.773  3.137  0.1727
F  0.238  -2.109  2.705  0.1281
C  -3.378  -0.614  -0.443  -0.0639
O  -3.122  -1.887  -1.157  -0.1782
C  -3.356  -1.905  -2.540  -0.2016
C  -4.133  -3.137  -3.148  -0.1512
O  -3.195  -4.253  -2.974  -0.1932
C  -3.451  -5.182  -4.057  -0.1050
H  -4.450  -0.423  -0.378  0.0742
H  -2.892  0.278  -0.839  0.0619
H  -3.159  -0.636  0.624  0.0647
H  -2.393  -1.767  -3.032  0.1143
H  -4.009  -1.058  -2.749  0.0961
H  -4.354  -2.728  -4.134  0.1092
H  -5.123  -3.259  -2.707  0.1202
H  -2.704  -5.967  -3.934  0.0861
H  -3.169  -4.732  -5.008  0.0788
H  -4.472  -5.563  -4.082  0.0839
C  4.928  7.311  -3.262  -0.0708
O  4.212  6.212  -2.582  -0.1747
C  2.921  6.024  -3.096  -0.2458
C  1.886  7.105  -2.944  -0.1778
O  0.528  6.599  -2.648  -0.1701
C  0.466  5.959  -1.317  -0.0891
H  5.467  7.057  -4.175  0.0869
H  5.631  7.855  -2.632  0.0806
H  4.267  8.164  -3.415  0.0728
H  2.476  5.111  -2.701  0.1146
H  3.188  5.844  -4.137  0.1207
H  1.972  7.625  -3.898  0.1176
H  2.190  7.843  -2.202  0.1219
H  1.051  5.081  -1.044  0.0550
H  -0.521  5.635  -0.988  0.0544
H  0.813  6.640  -0.540  0.0912
C  4.132  -1.761  2.015  -0.0841
O  5.194  -2.203  1.151  -0.1587
C  6.430  -2.292  1.739  -0.2475
C  7.446  -2.671  0.706  -0.1722
O  8.727  -2.000  0.821  -0.1750
C  9.780  -2.755  0.270  -0.1432
H  3.100  -1.831  1.670  0.0588
H  4.176  -0.772  2.472  0.0838
H  4.030  -2.507  2.803  0.0783
H  6.517  -3.005  2.559  0.1275
H  6.642  -1.292  2.118  0.1273
H  7.050  -2.732  -0.307  0.1348
H  7.674  -3.702  0.977  0.1097
H  9.952  -3.705  0.776  0.0831
H  10.757  -2.321  0.059  0.0830
H  9.601  -3.044  -0.766  0.0788
C  -0.018  -3.823  -3.703  -0.0631
O  0.271  -4.524  -2.440  -0.1589
C  0.090  -3.741  -1.304  -0.1991
C  0.927  -4.340  -0.130  -0.1638
O  0.213  -5.477  0.446  -0.2118
C  0.927  -6.026  1.619  -0.0706
H  0.651  -2.992  -3.925  0.0602
H  -1.050  -3.471  -3.724  0.0586
H  0.060  -4.470  -4.577  0.0866
H  -0.973  -3.779  -1.065  0.1164
H  0.432  -2.707  -1.307  0.1196
H  1.353  -3.714  0.654  0.0903
H  1.884  -4.745  -0.460  0.1162
H  1.265  -5.156  2.182  0.0630
H  1.762  -6.640  1.282  0.0787
H  0.350  -6.678  2.274  0.0801
C  1.163  -3.624  5.568  -0.0923
O  0.381  -4.560  6.342  -0.1809
C  0.744  -4.696  7.715  -0.1841
C  2.134  -5.255  7.927  -0.2098
O  2.510  -6.561  7.519  -0.1573
C  2.165  -7.566  8.404  -0.1448
H  0.723  -3.617  4.570  0.0634
H  2.211  -3.908  5.466  0.0847
H  1.109  -2.554  5.768  0.0736
H  0.015  -5.388  8.138  0.1237
H  0.579  -3.700  8.123  0.1240
H  2.357  -5.204  8.993  0.1194
H  2.911  -4.641  7.472  0.1188
H  1.131  -7.693  8.726  0.0832
H  2.723  -7.480  9.336  0.0859
H  2.348  -8.537  7.944  0.0908
C  -2.584  -4.113  1.956  -0.0753
O  -3.582  -5.002  1.410  -0.1775
C  -4.565  -5.371  2.335  -0.2184
C  -5.576  -6.278  1.565  -0.1386
O  -6.820  -6.624  2.249  -0.1901
C  -7.626  -7.561  1.634  -0.1572
H  -2.952  -3.102  2.127  0.0746
H  -1.695  -4.058  1.327  0.0711
H  -2.205  -4.484  2.909  0.0816
H  -5.083  -4.479  2.685  0.1214
H  -4.081  -5.864  3.178  0.1186
H  -5.127  -7.217  1.240  0.1203
H  -5.755  -5.634  0.704  0.1208
H  -8.236  -7.137  0.836  0.0828
H  -8.359  -7.922  2.355  0.0831
H  -7.103  -8.450  1.282  0.0836
C  3.301  3.195  3.084  -0.1172
O  4.682  3.402  3.280  -0.2016
C  5.418  3.676  2.043  -0.1572
C  6.945  3.609  2.184  -0.1737
O  7.585  2.445  2.766  -0.2165
C  8.812  1.890  2.211  -0.0669
H  3.076  3.919  2.300  0.0668
H  2.671  3.350  3.959  0.0723
H  3.115  2.227  2.618  0.0717
H  4.996  4.583  1.610  0.1241
H  5.091  2.864  1.395  0.1206
H  7.232  4.478  2.776  0.1184
H  7.289  3.685  1.152  0.1193
H  9.359  2.799  1.962  0.0818
H  8.577  1.242  1.366  0.0769
H  9.268  1.238  2.955  0.0851
C  0.425  -1.020  -5.561  -0.1280
O  1.736  -0.804  -5.107  -0.1785
C  2.061  0.543  -4.849  -0.1914
C  1.202  1.311  -3.885  -0.1742
O  -0.068  1.843  -4.382  -0.2033
C  0.189  3.062  -5.056  -0.1111
H  0.170  -0.431  -6.442  0.0921
H  -0.401  -0.896  -4.861  0.0832
H  0.385  -2.076  -5.827  0.0786
H  1.988  0.995  -5.838  0.1177
H  3.055  0.377  -4.435  0.1376
H  1.691  2.149  -3.388  0.1119
H  0.875  0.706  -3.040  0.1272
H  -0.742  3.318  -5.561  0.0805
H  0.914  2.919  -5.858  0.0803
H  0.460  3.891  -4.402  0.0793
C  -3.005  8.321  -1.464  -0.0434
O  -3.849  7.102  -1.260  -0.1704
C  -3.938  6.733  0.092  -0.2229
C  -4.852  5.480  0.214  -0.2043
O  -6.259  5.646  0.258  -0.1726
C  -6.786  6.531  1.275  -0.0976
H  -1.961  8.013  -1.518  0.0702
H  -3.157  9.079  -0.695  0.0786
H  -3.187  8.881  -2.381  0.0802
H  -4.478  7.520  0.618  0.1092
H  -3.000  6.456  0.574  0.1072
H  -4.611  4.967  1.145  0.1136
H  -4.589  4.767  -0.568  0.0946
H  -6.729  7.601  1.071  0.0764
H  -6.349  6.458  2.270  0.0823
H  -7.847  6.306  1.385  0.0854
C  -6.051  2.251  -1.166  -0.0989
O  -5.211  1.624  -2.112  -0.2173
C  -4.487  2.566  -2.934  -0.1556
C  -3.536  1.792  -3.953  -0.1329
O  -4.049  0.548  -4.519  -0.2166
C  -5.145  0.671  -5.424  -0.0970
H  -6.886  2.784  -1.621  0.0939
H  -5.459  2.858  -0.481  0.0648
H  -6.441  1.367  -0.663  0.0899
H  -3.891  3.235  -2.312  0.0890
H  -5.261  3.153  -3.429  0.1147
H  -2.741  1.400  -3.318  0.1034
H  -3.024  2.442  -4.663  0.1121
H  -6.115  0.959  -5.018  0.0835
H  -5.068  -0.326  -5.857  0.0885
H  -4.932  1.415  -6.192  0.0800

Output
LUMO = -1.57 eV
multiplicity = 1
net charge = 0
HOMO level = -8.564 eV
electronic energy = -150085.1523 eV



Record 2
Molecular formula: C4H10IP
Method: DFT, ωB97M-V/def2-TZVPD

Last column: Löwdin charge in e.
Cartesian coordinates (Å):
C  -0.425  -0.715  -0.598  -0.2082
C  -2.136  0.884  0.240  -0.1252
C  2.893  0.949  0.147  -0.4722
C  -0.901  0.013  0.599  -0.2605
P  1.301  1.986  0.456  0.3471
I  0.683  2.590  -1.794  0.3298
H  -1.289  -1.416  -0.853  0.1038
H  -0.344  -0.081  -1.426  -0.0302
H  0.418  -1.339  -0.188  0.0919
H  -1.859  1.358  -0.692  0.0141
H  -2.390  1.384  1.144  0.0629
H  -2.867  0.175  0.012  0.0492
H  3.045  0.398  1.036  -0.0158
H  3.734  1.711  -0.082  0.0463
H  2.915  0.422  -0.778  -0.0149
H  -0.762  -0.281  1.642  0.0818

Output
LUMO (spin up / spin down) = 0.41 / -0.48 eV
multiplicity = 1
net charge = 0
HOMO level (spin up / spin down) = -7.585 / -7.529 eV
electronic energy = -21696.9006 eV



Record 3
Molecular formula: C6H17NO
Method: DFT, ωB97M-V/def2-TZVPD

Last column: Löwdin charge in e.
Cartesian coordinates (Å):
C  1.614  1.179  1.529  -0.1148
C  1.603  0.106  0.501  -0.2916
N  0.377  -0.079  -0.266  -0.2026
C  -0.043  1.202  -0.860  -0.2291
C  -1.461  1.566  -0.389  -0.0878
C  0.536  -1.086  -1.298  -0.2582
C  -0.849  -1.776  -1.625  -0.0511
H  1.773  2.176  1.130  0.0607
H  2.403  1.220  2.289  0.0818
H  0.725  1.392  2.137  0.0789
H  2.620  0.171  -0.037  0.1361
H  1.898  -0.891  0.894  0.1166
H  -0.030  1.089  -1.940  0.1094
H  0.545  2.061  -0.557  0.0991
H  -2.215  0.790  -0.349  0.0516
H  -2.028  2.249  -1.030  0.0686
H  -1.359  1.998  0.637  0.0828
H  1.202  -1.933  -1.050  0.1086
H  1.195  -0.738  -2.121  0.1164
H  -0.924  -1.904  -2.701  0.0667
H  -1.602  -1.266  -1.040  0.0461
H  -0.842  -2.768  -1.161  0.0648
O  -1.443  -1.040  2.122  -0.0630
H  -0.966  -0.414  1.548  -0.0026
H  -1.758  -1.738  1.562  0.0125

Output
LUMO = 0.99 eV
multiplicity = 1
SMILES string = CCN(CC)CC.O
net charge = 0
HOMO level = -8.928 eV
electronic energy = -10033.7724 eV



Record 4
Molecular formula: C18H16N4O6
Method: DFT, ωB97M-V/def2-TZVPD

Last column: Löwdin charge in e.
Cartesian coordinates (Å):
O  2.462  -1.320  -1.848  0.0462
N  2.447  -2.046  -2.827  -0.3461
O  3.417  -2.303  -3.503  0.0939
C  1.160  -2.641  -3.211  -0.1459
C  0.027  -2.332  -2.477  -0.0059
C  -1.189  -2.874  -2.856  -0.0526
C  -1.259  -3.720  -3.956  -0.0642
C  -0.112  -4.029  -4.676  -0.0642
C  1.107  -3.487  -4.304  -0.0047
H  0.075  -1.675  -1.621  0.0967
H  -2.082  -2.634  -2.296  0.1130
H  -2.212  -4.139  -4.253  0.1086
H  -0.170  -4.689  -5.530  0.1087
H  1.998  -3.725  -4.868  0.1197
O  -1.518  1.230  7.415  0.0751
N  -1.101  1.421  6.291  -0.3569
O  -0.314  2.294  5.987  0.0759
C  -1.587  0.537  5.222  -0.1485
C  -2.512  -0.446  5.528  -0.0082
C  -2.984  -1.264  4.514  -0.0684
C  -2.526  -1.094  3.213  -0.0620
C  -1.590  -0.110  2.924  -0.0541
C  -1.116  0.712  3.933  0.0044
H  -2.868  -0.578  6.538  0.1177
H  -3.712  -2.032  4.737  0.1061
H  -2.900  -1.731  2.422  0.1082
H  -1.235  0.018  1.914  0.0739
H  -0.391  1.480  3.705  0.1176
O  -1.423  0.085  -0.769  0.0887
C  -0.645  1.015  -0.729  -0.5371
O  -0.188  1.451  0.510  0.0600
N  -0.207  1.705  -1.866  0.1627
C  0.884  2.641  -1.529  -0.3360
C  2.143  2.100  -1.442  -0.0225
C  3.169  2.952  -1.092  -0.0451
C  2.797  4.252  -0.869  -0.0824
C  1.516  4.703  -1.015  -0.1182
N  0.526  3.882  -1.356  0.1521
H  0.657  0.991  0.620  0.1230
H  0.126  1.044  -2.557  0.1344
H  2.317  1.040  -1.618  0.0999
H  4.188  2.612  -0.985  0.1163
H  3.556  4.965  -0.565  0.1078
H  1.266  5.743  -0.855  0.1124

Output
LUMO = -0.85 eV
multiplicity = 1
SMILES string = O=[N+]([O-])c1ccccc1.O=[N+]([O-])c1ccccc1.O=C(O)Nc1ccccn1
net charge = 0
HOMO level = -9.876 eV
electronic energy = -37165.5000 eV



Record 5
Molecular formula: C5H9BrSi
Method: DFT, ωB97M-V/def2-TZVPD

Last column: Löwdin charge in e.
Cartesian coordinates (Å):
C  1.408  1.520  -1.359  -0.0249
C  0.756  0.539  -1.263  -0.3178
C  -1.811  -1.198  -1.672  -0.2779
C  0.452  -2.129  0.533  -0.2295
C  0.663  2.839  2.560  -0.3858
Si  -0.312  -0.881  -0.699  0.6057
Br  -0.468  1.449  1.766  0.5457
H  1.929  2.469  -1.468  0.0354
H  -1.909  -1.632  -2.686  0.0329
H  -2.591  -1.690  -1.027  0.0403
H  -2.280  -0.181  -1.749  0.0370
H  1.552  -2.124  0.394  0.0336
H  0.203  -1.758  1.538  0.0027
H  -0.097  -3.030  0.275  0.0103
H  1.028  3.378  1.747  -0.0706
H  1.477  2.428  3.110  -0.0372

Output
LUMO (spin up / spin down) = -0.10 / -0.75 eV
multiplicity = 1
net charge = 0
HOMO level (spin up / spin down) = -8.932 / -6.205 eV
electronic energy = -83245.3490 eV



Record 6
Molecular formula: C19H22N4O6S
Method: DFT, ωB97M-V/def2-TZVPD

Last column: Löwdin charge in e.
Cartesian coordinates (Å):
C  -6.811  -2.127  -0.297  -0.0625
C  -6.573  -0.628  -0.191  -0.2183
O  -5.221  -0.285  -0.495  -0.0082
C  -4.333  -0.450  0.510  -0.5448
O  -4.618  -0.813  1.627  0.0884
N  -3.077  -0.157  0.100  -0.0292
C  -1.986  -0.161  1.046  -0.1091
C  -1.358  1.229  1.142  -0.1273
N  -1.050  1.730  -0.188  -0.0464
C  -0.441  2.898  -0.456  -0.5535
O  -0.152  3.247  -1.584  0.0336
C  -0.133  3.815  0.727  -0.3348
S  1.585  4.400  0.562  1.0399
C  2.318  2.849  0.534  -0.6556
N  1.746  1.712  0.799  0.0698
N  2.688  0.763  0.634  0.1551
C  3.778  1.357  0.292  -0.2621
C  5.099  0.746  -0.032  -0.2037
C  5.098  0.291  -1.506  -0.1025
O  4.083  -0.651  -1.726  -0.0121
C  4.003  -1.615  -0.750  -0.2117
C  3.252  -2.754  -1.008  -0.0007
C  3.168  -3.759  -0.063  -0.0916
C  3.839  -3.638  1.143  -0.0907
C  4.570  -2.498  1.417  0.0003
C  4.647  -1.478  0.480  -0.2030
O  5.375  -0.350  0.799  0.0242
O  3.618  2.703  0.209  0.1104
C  -1.352  0.841  -1.293  -0.1086
C  -2.806  0.389  -1.217  -0.1062
H  -7.862  -2.342  -0.122  0.0764
H  -6.534  -2.484  -1.286  0.0767
H  -6.215  -2.647  0.448  0.0744
H  -7.170  -0.081  -0.923  0.1222
H  -6.810  -0.281  0.820  0.1209
H  -1.233  -0.897  0.749  0.1317
H  -2.396  -0.453  2.014  0.1293
H  -2.066  1.906  1.634  0.1333
H  -0.437  1.158  1.730  0.1075
H  -0.747  4.713  0.658  0.0943
H  -0.240  3.352  1.702  0.0666
H  5.887  1.486  0.141  0.1718
H  6.083  -0.144  -1.727  0.1463
H  4.905  1.128  -2.180  0.1443
H  2.750  -2.829  -1.959  0.1190
H  2.584  -4.641  -0.273  0.1006
H  3.785  -4.427  1.877  0.1009
H  5.089  -2.371  2.354  0.1199
H  -1.178  1.397  -2.216  0.1269
H  -0.674  -0.018  -1.272  0.1335
H  -3.005  -0.368  -1.983  0.1308
H  -3.473  1.238  -1.402  0.1336

Output
LUMO = 0.58 eV
multiplicity = 1
SMILES string = CCOC(=O)N1CCN(C(=O)CSc2nnc([C@@H]3COc4ccccc4O3)o2)CC1
net charge = 0
HOMO level = -8.442 eV
electronic energy = -49140.3173 eV



Record 7
Molecular formula: C7H11N2
Method: DFT, ωB97M-V/def2-TZVPD

Last column: Löwdin charge in e.
Cartesian coordinates (Å):
C  2.491  -0.352  -0.231  0.0437
C  1.189  -1.377  1.298  0.1010
C  1.254  0.210  -0.391  -0.1621
C  0.153  0.982  -1.143  0.0561
C  -0.864  0.388  -0.034  -0.4221
C  -1.883  -0.658  -0.654  0.0102
C  -1.480  1.448  0.794  -0.0323
N  2.402  -1.235  0.753  0.0303
N  0.397  -0.321  0.397  0.0957
H  3.330  -0.052  -0.802  0.1429
H  0.709  -2.108  1.817  0.0883
H  0.450  1.989  -1.253  0.1195
H  0.010  0.481  -2.005  0.0832
H  -1.200  -1.390  -1.224  0.1197
H  -2.593  -0.073  -1.280  0.1044
H  -2.503  -1.182  0.027  0.0644
H  -2.113  1.892  0.036  0.0896
H  -0.872  2.341  1.194  0.1251
H  -2.059  0.895  1.645  0.1330
H  3.180  -1.878  1.056  0.2096

Output
expectation value of S² = 2.009
LUMO (spin up / spin down) = -2.59 / -6.64 eV
multiplicity = 3
net charge = +1
HOMO level (spin up / spin down) = -10.376 / -15.473 eV
electronic energy = -10405.0576 eV